# 1
A structure of composition C15H24AgN2O9. Source: the Open Molecules 2025 dataset; level of theory: wB97M-V/def2-TZVPD.

Geometry as ORCA input:
```
! wB97M-V def2-TZVPD RIJCOSX def2/J DEFGRID3
* xyz -2 2
Ag -0.5141 0.6473 0.7743
C -1.8104 -1.2049 2.3426
O -2.4055 -0.6939 1.2861
O -2.1135 -2.3946 2.6883
O -0.8072 -0.5177 2.8211
C -0.0167 -0.8797 -3.5839
C -0.1333 -1.7622 -4.6699
C -0.5188 -3.2032 -4.4415
O -0.5766 -4.0360 -5.3590
C -0.7651 -3.6579 -3.1162
C -0.7053 -2.7532 -1.9828
C -0.3638 -1.2588 -2.2451
O -0.4747 -0.4843 -1.2986
O -0.9348 -3.1088 -0.8479
O 0.1381 -1.4221 -5.8429
H 0.3203 0.1117 -3.8537
H -1.0596 -4.6887 -2.9752
C -3.2653 2.2805 0.2017
C -2.0501 3.1849 0.2142
C -1.5989 3.5039 1.6427
O -0.9894 2.4055 2.2868
C -0.9276 2.5591 3.6731
N -0.9794 2.5116 -0.5753
H -4.1524 2.7988 0.5950
H -3.2040 1.4149 0.8764
H -3.4668 1.9054 -0.8029
H -2.3184 4.1597 -0.2229
H -2.4459 3.8874 2.2246
H -0.8208 4.2912 1.6245
H -0.4069 1.7131 4.1142
H -1.9354 2.6373 4.0981
H -0.3524 3.4638 3.9514
H -0.2063 3.1704 -0.6093
H -1.3652 2.3783 -1.5033
C 2.8686 0.0202 -1.3034
C 2.2879 -0.4997 -0.0067
C 3.3434 -1.3491 0.7116
O 2.9078 -1.7986 1.9659
C 1.9374 -2.8479 1.9380
N 1.8494 0.6118 0.8667
H 2.1424 0.5806 -1.8950
H 3.3579 -0.7007 -1.9590
H 3.6492 0.7610 -1.0624
H 1.4286 -1.1506 -0.1661
H 4.1940 -0.6887 0.9276
H 3.6398 -2.1862 0.0613
H 1.7562 -3.1223 2.9741
H 2.3406 -3.6982 1.3761
H 0.9889 -2.4736 1.5415
H 2.0137 0.2143 1.7940
H 2.5202 1.3690 0.7514
*
```

The expectation value of S² is 0.77. Its LUMO energy (spin up / spin down) is 4.695 / 3.201 eV. The total energy comes out at -1519.5119 a.u. The HOMO-LUMO gap (spin up / spin down) is 4.06 / 2.54 eV.

***

# 2
A cluster of 2 separate species, C2H7NO2 in total. Source: the Open Molecules 2025 dataset; level of theory: wB97M-V/def2-TZVPD.

Geometry as ORCA input:
```
! wB97M-V def2-TZVPD RIJCOSX def2/J DEFGRID3
* xyz 0 1
O -1.2424 1.9389 0.8178
C -0.1099 1.4086 0.6524
N 1.0094 1.9940 1.0813
C 0.0000 0.0000 0.0000
H 1.9183 1.5607 0.9007
H 0.9523 2.8492 1.6398
H -0.9931 -0.3815 -0.2912
H 0.4663 -0.7233 0.6899
H 0.6263 0.0774 -0.9046
O -1.3909 0.3206 -3.3910
H -1.8348 1.1348 -3.0619
H -0.4871 0.3571 -3.0037
*
```

The structure (SMILES) is CC(N)=O.O. Its LUMO energy is 0.584 eV. The total energy comes out at -285.6495 a.u. The HOMO-LUMO gap is 10.39 eV.

***

# 3
A cluster of 3 separate species, C23H46ClIN4O7P in total. Source: the Open Molecules 2025 dataset; level of theory: wB97M-V/def2-TZVPD.

Geometry as ORCA input:
```
! wB97M-V def2-TZVPD RIJCOSX def2/J DEFGRID3
* xyz 1 1
C 10.9243 2.8431 0.4853
C 9.3412 2.9068 -0.0483
C 8.5748 1.4392 -0.1839
N 8.7864 4.1196 -0.3752
N 7.6194 4.3649 0.3632
C 7.7638 4.4179 1.8658
C 6.4889 4.7060 2.8548
C 5.0257 4.9738 2.1377
I 3.3282 5.3453 3.4776
C 4.9747 4.9378 0.4932
C 3.5388 5.2526 -0.2250
C 2.6597 3.8689 -0.2041
C 2.8388 2.9036 -1.5140
Cl 0.8517 4.4023 -0.0768
C 6.3025 4.6044 -0.4058
P 6.4172 4.4858 -2.2999
O 7.4952 5.5479 -2.8169
O 4.9380 4.6793 -3.1797
O 7.0594 2.8948 -2.7608
H 11.1035 3.4825 1.4548
H 11.2000 1.7229 0.7213
H 11.6808 3.2114 -0.3449
H 8.5918 0.8200 0.8263
H 9.1068 0.7409 -0.9867
H 7.4423 1.5923 -0.4932
H 8.8273 4.2372 2.3632
H 6.5592 4.7586 4.0320
H 2.9679 6.0082 0.5035
H 3.5949 5.7977 -1.2565
H 3.0013 3.2389 0.7467
H 2.3012 3.3564 -2.4788
H 2.2460 1.8955 -1.2791
H 3.9489 2.5751 -1.7350
H 5.1940 5.2474 -3.9897
H 7.8761 3.0336 -3.3260
C -4.3550 0.7273 -1.5473
O -3.9152 -0.1230 -0.4961
C -3.5209 -1.4222 -0.9556
C -2.0055 -1.6144 -0.7845
N -1.2543 -0.7785 -1.7267
C 0.1847 -0.7264 -1.4461
C 0.6198 -0.0671 -0.1218
O 0.3596 1.3365 -0.0631
C -0.9475 1.6751 0.3817
H -4.7626 1.6384 -1.1003
H -3.5193 1.0078 -2.1937
H -5.1422 0.2483 -2.1370
H -3.8362 -1.6107 -1.9887
H -4.0365 -2.1477 -0.3171
H -1.7537 -2.6664 -0.9548
H -1.7539 -1.3611 0.2506
H -1.6207 0.1720 -1.6911
H 0.6408 -0.1619 -2.2684
H 0.5959 -1.7412 -1.4969
H 1.7093 -0.1681 -0.0559
H 0.2193 -0.5799 0.7593
H -1.3504 0.9487 1.0932
H -1.6183 1.7858 -0.4732
H -0.8952 2.6479 0.8780
C -8.4932 -5.2153 3.7360
O -7.6034 -6.1280 3.1064
C -8.2663 -7.0233 2.2043
C -7.8531 -6.7262 0.7540
N -8.4108 -5.4504 0.2933
C -7.8513 -4.9926 -0.9832
C -6.3515 -4.6352 -1.0062
O -6.0202 -3.4854 -0.2254
C -5.7719 -3.7575 1.1477
H -7.9350 -4.6683 4.5009
H -8.8816 -4.4925 3.0137
H -9.3196 -5.7432 4.2210
H -9.3561 -7.0023 2.3244
H -7.9266 -8.0323 2.4617
H -8.2107 -7.5322 0.1046
H -6.7589 -6.7115 0.7172
H -8.2273 -4.7357 0.9966
H -8.4152 -4.0950 -1.2647
H -8.0554 -5.7451 -1.7535
H -6.1003 -4.3719 -2.0401
H -5.7089 -5.4844 -0.7504
H -5.3410 -4.7498 1.3080
H -6.6915 -3.6417 1.7258
H -5.0629 -3.0122 1.5181
*
```

Its LUMO energy is -5.220 eV. The total energy comes out at -2748.1865 a.u. The HOMO-LUMO gap is 4.46 eV.

***

# 4
A structure of composition C27H54O45S9. Source: the Open Molecules 2025 dataset; level of theory: wB97M-V/def2-TZVPD.

Geometry as ORCA input:
```
! wB97M-V def2-TZVPD RIJCOSX def2/J DEFGRID3
* xyz 0 1
C 2.6047 -4.0786 -5.2015
C 3.6105 -2.9595 -4.9037
O 3.2689 -1.8629 -5.7439
S 1.6446 -1.8600 -5.6926
O 1.2880 -1.2959 -6.9508
O 1.2766 -1.1917 -4.4748
O 1.4024 -3.4275 -5.7165
H 2.3920 -4.6308 -4.3042
H 2.9340 -4.7157 -6.0374
H 4.6649 -3.1953 -5.1115
H 3.4339 -2.6591 -3.8499
C 1.0120 4.6378 -1.7161
C 1.8427 5.6980 -1.0073
O 2.9071 4.9017 -0.4219
S 2.3460 3.4846 0.0062
O 1.7643 3.6832 1.2789
O 3.3273 2.4340 -0.1327
O 1.3052 3.3578 -1.1705
H 1.4612 4.6944 -2.7351
H -0.0710 4.7124 -1.6257
H 1.2553 6.0540 -0.1295
H 2.2440 6.3819 -1.7219
C 1.9865 1.7618 4.1531
C 3.3246 1.9649 4.9025
O 3.3031 0.9413 5.9283
S 2.3842 -0.2847 5.5195
O 1.6443 -0.6775 6.6565
O 3.1537 -1.2348 4.7800
O 1.4422 0.4867 4.4741
H 2.0322 1.8398 3.0710
H 1.3056 2.5274 4.5351
H 3.3337 2.8983 5.4670
H 4.2459 1.8725 4.3117
C 3.6221 -2.0589 1.8884
C 3.5493 -0.6415 1.4395
O 4.2371 -0.5295 0.1722
S 4.9745 -1.9360 -0.1026
O 6.3321 -2.0501 0.4230
O 4.8070 -2.2275 -1.4854
O 4.0104 -2.8661 0.6611
H 2.6558 -2.5257 2.1551
H 4.3183 -2.3364 2.6496
H 3.9761 -0.0172 2.2390
H 2.5099 -0.3260 1.2756
C 4.7994 1.2008 -3.3909
C 3.3938 0.8256 -2.9516
O 2.5956 1.9539 -3.2551
S 3.2205 2.4885 -4.6701
O 2.9591 3.8702 -4.8948
O 2.9136 1.5197 -5.6721
O 4.8221 2.2935 -4.2463
H 5.2926 0.3038 -3.7686
H 5.3486 1.5437 -2.4902
H 3.3306 0.7154 -1.8680
H 3.0568 -0.1022 -3.4590
C -2.7497 -2.9165 -2.3344
C -4.0022 -3.7041 -2.8527
O -3.5124 -4.6031 -3.8371
S -2.3715 -3.8329 -4.6748
O -2.8743 -2.8612 -5.6268
O -1.5032 -4.8281 -5.1849
O -1.7169 -3.0623 -3.4826
H -2.2812 -3.4480 -1.4762
H -2.8908 -1.8629 -2.1263
H -4.7582 -3.0017 -3.2956
H -4.3959 -4.2889 -2.0266
C -5.3724 0.3742 2.5313
C -6.2200 -0.7884 3.0744
O -5.3628 -1.9410 3.0357
S -4.0313 -1.6319 2.2231
O -4.2541 -1.8936 0.8267
O -2.9096 -2.1551 2.9613
O -3.9866 -0.0371 2.5320
H -5.5589 1.2604 3.1310
H -5.6854 0.5250 1.4992
H -7.0644 -0.9263 2.4344
H -6.5977 -0.7448 4.0720
C -2.7869 -1.1910 5.8577
C -2.5317 -0.5752 7.2086
O -3.2379 0.7165 7.2382
S -4.2958 0.8357 6.0567
O -3.7900 1.6863 5.0438
O -5.5993 1.0244 6.5559
O -4.1674 -0.7538 5.5245
H -2.7464 -2.2886 5.7504
H -2.1656 -0.6598 5.1182
H -1.4710 -0.2734 7.3562
H -2.9662 -1.1400 8.0389
C -0.3583 1.4586 -6.9293
C -1.5701 0.6728 -6.5885
O -2.4686 1.5809 -5.7982
S -1.7713 3.0793 -5.6660
O -1.8174 3.4893 -4.2762
O -2.1983 3.8523 -6.8095
O -0.2635 2.5420 -5.8902
H -0.4555 1.9800 -7.8521
H 0.5522 0.9105 -6.9005
H -1.3666 -0.0441 -5.7378
H -2.0285 0.2737 -7.5150
C 1.3630 -2.7984 -1.5664
O 0.2752 -3.6248 -1.2188
C 0.1200 -3.7722 0.0794
O 0.7453 -3.1153 0.8775
O -0.9010 -4.6886 0.2810
C -1.1954 -4.9268 1.6942
H 2.2258 -3.3494 -1.3960
H 1.2990 -1.8912 -0.9432
H 1.3162 -2.4688 -2.6349
H -2.2325 -5.1643 1.7946
H -0.9981 -4.0560 2.2851
H -0.6294 -5.7321 2.1544
C -0.8312 1.0032 -2.3206
O -1.1109 0.1376 -1.1794
C -0.3434 0.2324 -0.1731
O 0.7867 0.7751 -0.1707
O -0.9550 -0.2438 0.8843
C -0.2121 -0.2715 2.0864
H -0.2398 0.3936 -2.9879
H -0.1920 1.8968 -2.0342
H -1.7244 1.2379 -2.8693
H -0.8185 -0.5393 2.9844
H 0.1270 0.7374 2.3200
H 0.5522 -1.0137 1.9673
C -1.4281 3.7795 6.6206
O -1.1657 2.8475 5.4924
C -1.6212 3.2971 4.3068
O -2.2648 4.3561 4.1741
O -1.2888 2.5105 3.2974
C -1.7589 3.0036 2.0519
H -1.3667 4.7853 6.3120
H -0.7527 3.4853 7.3963
H -2.5130 3.7106 6.9074
H -2.7848 2.9592 1.9719
H -1.3319 2.3361 1.3016
H -1.3425 4.0068 1.9792
*
```

Its LUMO energy is 0.125 eV. The total energy comes out at -8030.4599 a.u. The HOMO-LUMO gap is 10.82 eV.

***

# 5
A cluster of 12 separate species, C23H72N19O12 in total. Source: the Open Molecules 2025 dataset; level of theory: wB97M-V/def2-TZVPD.

Geometry as ORCA input:
```
! wB97M-V def2-TZVPD RIJCOSX def2/J DEFGRID3
* xyz -1 1
C -8.0378 2.1025 21.2702
C -7.1684 3.2870 21.8469
C -7.6851 3.7819 23.1801
O -5.8371 2.9093 22.1234
H -8.0763 1.1821 21.8528
H -7.9550 1.9366 20.1961
H -9.1171 2.1698 21.4070
H -7.3253 4.0133 21.0494
H -8.7565 3.9652 23.0991
H -7.3433 4.7580 23.5242
H -7.5114 3.0408 23.9603
C -3.9681 5.9872 27.7852
C -4.1706 6.6098 26.3316
C -2.9645 7.2514 25.6278
O -3.2087 7.9383 24.3901
C -2.1658 8.7074 23.8987
N -4.8665 5.5845 25.5502
H -3.1650 5.2607 27.9093
H -4.9498 5.5648 28.0000
H -3.8751 6.7272 28.5800
H -4.8995 7.4127 26.4419
H -2.1418 6.5541 25.4700
H -2.5114 7.9164 26.3630
H -1.7693 9.4238 24.6182
H -2.3638 9.2751 22.9894
H -1.3005 8.1001 23.6332
H -4.3897 4.6965 25.6146
H -5.7998 5.3701 25.8710
C -0.8727 3.0962 24.0106
C -2.1015 2.8682 23.1083
C -2.2565 1.4057 22.6963
O -2.5004 0.5136 23.8087
C -2.9328 -0.7851 23.3605
N -3.1782 3.3468 23.9318
H -0.6141 2.3157 24.7261
H -0.8545 4.0354 24.5635
H -0.0825 3.1885 23.2654
H -2.0591 3.4811 22.2080
H -1.4899 0.9457 22.0727
H -3.2014 1.5560 22.1742
H -3.9930 -0.7904 23.1072
H -2.8877 -1.6207 24.0590
H -2.2438 -1.0351 22.5537
H -3.0122 2.7347 24.7178
H -3.9842 2.9159 23.5020
C -14.0730 2.4570 21.9982
C -13.2293 3.3898 22.9090
C -11.8278 2.8059 23.1690
O -11.9213 1.5624 23.7286
C -10.6475 1.0265 24.0031
N -13.0350 4.6380 22.2149
H -14.2122 1.5225 22.5416
H -13.5716 2.3339 21.0382
H -15.1006 2.7904 21.8529
H -13.6960 3.5509 23.8808
H -11.1156 3.3964 23.7453
H -11.3719 2.6123 22.1980
H -10.2887 1.4661 24.9337
H -9.8342 1.1597 23.2898
H -10.7500 0.0068 24.3744
H -13.9532 5.0276 22.0559
H -12.7136 5.2778 22.9273
C -4.6839 1.5762 19.1311
O -4.2690 1.1034 18.1030
N -4.3651 2.7012 19.6087
N -5.4211 0.8551 19.9344
H -3.6714 3.2232 19.0926
H -4.7905 2.8653 20.5099
H -5.7724 1.3883 20.7169
H -5.7910 0.0043 19.5349
C -10.2981 4.1525 19.1561
O -9.4871 4.2252 18.2837
N -9.9462 4.4061 20.3571
N -11.5851 4.0375 19.0454
H -9.0258 4.7984 20.4955
H -10.6627 4.5704 21.0497
H -12.0696 4.0351 18.1592
H -12.1081 4.0391 19.9094
C -7.8176 -1.6491 19.7655
O -6.9913 -1.2172 18.9354
N -8.4675 -0.9908 20.6731
N -7.9300 -2.9434 19.9452
H -8.8665 -1.5175 21.4370
H -8.5925 0.0080 20.5913
H -7.5163 -3.5284 19.2333
H -8.4718 -3.3493 20.6947
C -6.2669 0.1592 24.8486
O -5.9133 -0.6527 25.6552
N -5.5603 1.2054 24.4497
N -7.3617 0.2044 24.1472
H -4.6058 1.1830 24.7791
H -5.9303 1.8571 23.7725
H -7.9647 -0.6029 24.2154
H -7.4433 0.9034 23.4227
C -6.8067 2.5064 15.6992
O -7.6079 2.8416 14.8894
N -7.2048 2.2809 16.9130
N -5.4796 2.5366 15.5125
H -8.1417 2.4414 17.2545
H -6.5068 2.0572 17.6078
H -4.8993 2.2590 16.2911
H -5.0983 2.9728 14.6853
C -7.6156 3.9316 26.8567
O -7.3992 4.9636 26.3057
N -6.9956 2.7885 26.5176
N -8.4642 3.8692 27.8360
H -6.3320 2.9058 25.7653
H -7.1153 1.9900 27.1243
H -8.9682 4.6906 28.1383
H -8.8142 2.9618 28.1087
C -10.2920 7.0430 23.1296
O -11.2709 6.6543 23.7848
N -9.0580 7.1191 23.6016
N -10.3321 7.4786 21.9047
H -8.3011 7.5026 23.0537
H -8.8633 6.8780 24.5629
H -9.5652 7.7831 21.3223
H -11.2425 7.3533 21.4856
C -6.3619 5.9975 19.0586
O -5.2975 6.0778 19.6033
N -6.6237 5.0541 18.1980
N -7.3713 6.8986 19.1077
H -5.9690 4.3284 17.9431
H -7.5820 4.9967 17.8845
H -7.2971 7.6586 19.7687
H -8.1714 6.8951 18.4914
*
```

Its LUMO energy is 2.000 eV. The total energy comes out at -2862.9420 a.u. The HOMO-LUMO gap is 7.18 eV.

***

# 6
The molecule C4H7NO2. Source: the Open Molecules 2025 dataset; level of theory: wB97M-V/def2-TZVPD.

Geometry as ORCA input:
```
! wB97M-V def2-TZVPD RIJCOSX def2/J DEFGRID3
* xyz 0 1
C 1.7094 -0.7821 -0.1916
C 0.4412 -0.2549 0.4978
C -0.0906 1.0319 -0.0402
C -1.8155 -0.4714 0.0974
H 2.1376 -1.7010 0.3299
H 2.4427 0.0347 -0.2108
H 1.3218 -1.0280 -1.2333
H 0.5503 -0.1985 1.6297
H 0.2999 1.9822 0.3660
H 0.1989 1.0753 -1.1620
H -2.1331 1.5912 -0.3241
N -1.5042 0.9052 0.1779
O -2.9233 -0.9601 -0.1004
O -0.6351 -1.2244 0.1636
*
```

The structure (SMILES) is C[C@H]1CNC(=O)O1. Its LUMO energy is 0.786 eV. The total energy comes out at -361.8602 a.u. The HOMO-LUMO gap is 10.85 eV.

***

# 7
The molecule C15H15N3O2S. Source: the Open Molecules 2025 dataset; level of theory: wB97M-V/def2-TZVPD.

Geometry as ORCA input:
```
! wB97M-V def2-TZVPD RIJCOSX def2/J DEFGRID3
* xyz 0 1
N -1.8747 -2.3793 1.0605
O 0.2378 1.2722 -3.0716
C -1.3237 -1.4039 1.0100
N -2.3378 -1.0266 -3.7642
O -2.6316 -1.9082 -4.8653
S 0.6581 1.9180 0.0577
C -0.5452 0.3856 -2.7492
C -1.1751 -0.4863 -3.8813
C -0.6465 -0.8886 -5.2416
C -0.6210 -0.1752 0.8883
C -0.4005 0.5353 -0.2500
C -1.5292 -1.7879 -5.6974
C 0.1723 0.2608 2.0206
C 0.9250 1.3676 1.7351
N -0.9834 0.1895 -1.4947
C -1.5213 -2.6220 -6.8852
C 0.7316 2.1184 4.9770
C 0.3108 -0.5020 3.2341
C 1.9150 2.1153 2.6504
C 1.6233 -0.1040 4.0262
C 1.8985 1.4813 4.0626
H 0.2835 -0.6137 -5.7404
H -1.7353 -0.5270 -1.4347
H -0.7618 -2.1215 -7.5014
H -2.5292 -2.5486 -7.2980
H -0.9805 -3.5401 -6.6721
H 0.7696 1.8691 6.0085
H -0.2252 1.8882 4.5450
H 0.9294 3.1955 5.0822
H -0.4628 -0.2822 3.9693
H 0.3610 -1.5209 3.0210
H 1.7179 3.2282 2.7137
H 2.8994 2.0487 2.1571
H 2.4691 -0.5828 3.5872
H 1.5795 -0.4411 5.0193
H 2.8030 1.5885 4.7210
*
```

The structure (SMILES) is Cc1cc(C(=O)Nc2sc3c(c2C#N)CC[C@H](C)C3)no1. Its LUMO energy is 0.104 eV. The total energy comes out at -1293.4465 a.u. The HOMO-LUMO gap is 8.76 eV.

***

It is found that the F_max values, taken in the order of the records, are 2.3; 4.0; 7.2; 4.5; 5.7; 2.7; 4.0 eV Å⁻¹.